{
  "formula": "C12H19P",
  "method": "ωB97M-V/def2-TZVPD",
  "gap_ev": [8.1, 7.8],
  "homo_energy_ev": [-8.25, -8.63],
  "multiplicity": 1,
  "total_charge": 0,
  "species": ["C", "C", "C", "C", "C", "C", "C", "C", "C", "C", "C", "C", "P", "H", "H", "H", "H", "H", "H", "H", "H", "H", "H", "H", "H", "H", "H", "H", "H", "H", "H", "H"],
  "positions_angstrom": [[2.29962, 0.04014, 2.08707], [2.68294, 0.39375, 0.78185], [1.91962, -1.22698, 2.46403], [2.59669, -0.68027, -0.13440], [1.87993, -2.32919, 1.53872], [2.18376, -1.89790, 0.29314], [3.07492, -0.53191, -1.56461], [1.57093, -3.78240, 1.77757], [-3.64508, 1.44536, -1.99351], [-2.99320, 1.37105, 0.41414], [-1.74190, 2.69680, -1.21260], [-2.47167, 1.38169, -1.03960], [-1.23904, 0.07969, -1.63095], [2.22539, 0.87557, 2.89843], [3.00269, 1.34504, 0.46475], [1.79323, -1.47468, 3.47482], [4.22788, -0.54586, -1.57374], [2.61853, -1.38888, -1.98101], [2.58839, 0.32651, -1.87590], [0.83760, -3.83486, 2.61874], [1.29674, -4.37096, 0.90735], [2.54554, -4.20182, 2.12910], [-4.38703, 2.12705, -1.64853], [-3.21491, 1.75474, -2.95603], [-4.09382, 0.44802, -2.11986], [-3.68368, 0.53121, 0.52073], [-3.57587, 2.22423, 0.72197], [-2.33882, 1.09312, 1.20931], [-2.12042, 3.47639, -0.60913], [-0.68222, 2.55028, -0.99143], [-1.70642, 3.02508, -2.27888], [-1.45034, -0.92002, -0.69152]],
  "forces_ev_per_a": [[-0.145, 2.804, 1.280], [-1.174, -3.097, 0.595], [0.367, -1.887, -1.363], [1.262, 1.404, -0.070], [-0.347, 1.335, -0.263], [0.077, -0.277, -0.273], [1.622, -1.139, 2.308], [0.844, 0.331, 2.083], [0.579, -1.591, -0.897], [-0.825, -2.217, -0.319], [1.960, -0.191, -1.724], [-0.020, 0.861, 0.956], [-0.196, 0.547, -0.191], [0.389, -1.646, -1.492], [0.284, 1.051, -0.115], [-0.516, 0.006, 1.423], [-1.933, 0.189, -0.411], [0.132, -0.809, -1.470], [-0.278, 1.883, -1.428], [0.467, -0.441, -0.762], [-0.318, 0.393, -0.077], [-0.805, -0.081, 0.008], [-0.600, 0.700, 0.155], [-0.646, -0.063, 0.024], [-0.134, 0.334, -0.003], [-0.423, -0.115, -0.288], [0.059, 0.676, -0.289], [1.314, 0.384, 0.327], [-0.545, 0.892, 0.612], [0.077, 0.323, 0.447], [-0.265, -0.133, 0.667], [-0.264, -0.425, 0.547]],
  "nbo_charge": [-0.204, -0.219, -0.234, -0.103, -0.101, 0.136, -0.623, -0.629, -0.606, -0.619, -0.616, -0.340, 0.361, 0.213, 0.215, 0.209, 0.222, 0.221, 0.218, 0.220, 0.233, 0.225, 0.211, 0.208, 0.208, 0.206, 0.209, 0.220, 0.213, 0.212, 0.204, -0.069]
}